# 1
64
Properties=species:S:1:pos:R:3 method="wB97M-V/def2-TZVPD" de_lowest_kj_mol=77.8 s_squared=6.015 gap_ev="8.327 / 8.459" charge=+1 e_homo_ev="-11.28 / -11.52" multiplicity=5 e_tot_ev=-87845.414
Fe 0.785 -0.673 0.488
O -0.093 -3.145 0.904
N -0.904 -2.002 0.933
C -2.022 -2.055 0.315
C -2.960 -0.951 0.394
C -4.312 -1.298 0.476
C -5.284 -0.347 0.705
C -4.930 0.990 0.806
C -3.603 1.356 0.669
C -2.600 0.406 0.484
P -0.862 0.969 0.253
C -1.016 1.895 -1.318
C -0.561 1.285 -2.485
C -0.637 1.951 -3.696
C -1.161 3.232 -3.748
C -1.615 3.842 -2.591
C -1.547 3.179 -1.380
C -0.667 2.273 1.496
C 0.224 3.311 1.224
C 0.458 4.285 2.176
C -0.166 4.211 3.411
C -1.020 3.157 3.698
C -1.267 2.181 2.749
H 0.387 -3.109 1.751
H -2.353 -2.958 -0.196
H -4.593 -2.339 0.415
H -6.314 -0.646 0.810
H -5.690 1.738 0.981
H -3.348 2.405 0.715
H -0.124 0.297 -2.425
H -0.274 1.486 -4.601
H -1.206 3.761 -4.688
H -2.016 4.843 -2.630
H -1.888 3.674 -0.483
H 0.715 3.356 0.260
H 1.133 5.099 1.958
H 0.026 4.967 4.157
H -1.487 3.093 4.668
H -1.926 1.355 2.973
O 2.587 -0.511 4.220
C 2.381 -0.681 3.042
O 1.298 -1.037 2.470
C 3.522 -0.522 2.029
C 4.843 -0.704 2.405
C 5.807 -0.678 1.413
C 5.416 -0.433 0.104
C 4.075 -0.221 -0.167
N 3.144 -0.287 0.775
H 5.070 -0.876 3.444
H 6.843 -0.853 1.653
H 6.139 -0.413 -0.694
H 3.722 -0.007 -1.166
O 1.149 -1.561 -1.488
N 0.996 -2.756 -1.956
C 2.032 -3.615 -1.983
C 1.878 -4.894 -2.468
C 0.636 -5.313 -2.925
C -0.416 -4.408 -2.895
C -0.209 -3.131 -2.426
H 2.964 -3.235 -1.592
H 2.730 -5.554 -2.491
H 0.493 -6.314 -3.296
H -1.394 -4.691 -3.249
H -0.985 -2.378 -2.388

---

# 2
86
Properties=species:S:1:pos:R:3 method="wB97M-V/def2-TZVPD" gap_ev=7.268 charge=0 e_homo_ev=-8.22 smiles="FC(F)(F)C(F)(F)C(F)(F)C(F)(F)C(F)(F)C(F)(F)C(F)(F)C(F)(F)CCB1OB(I)OB(CCCSC(=S)N(c2ccccc2)c2ccccc2)O1.C[C@@H]1COC(=O)O1" e_tot_ev=-123309.691
F -0.865 -1.177 0.149
C -0.221 -1.434 -1.008
F -0.561 -2.631 -1.555
F -0.697 -0.505 -1.908
C 1.333 -1.206 -0.949
F 1.500 0.174 -0.958
F 1.940 -1.619 -2.100
C 2.084 -1.690 0.357
F 1.807 -0.787 1.349
F 3.426 -1.480 0.051
C 1.981 -3.209 0.747
F 3.233 -3.618 1.156
F 1.795 -3.900 -0.444
C 0.903 -3.726 1.735
F 1.213 -5.043 2.023
F -0.316 -3.821 1.090
C 0.623 -3.020 3.112
F -0.187 -1.921 2.942
F -0.259 -3.913 3.728
C 1.795 -2.843 4.142
F 1.278 -3.157 5.390
F 2.812 -3.770 3.983
C 2.481 -1.440 4.303
F 2.884 -1.373 5.650
F 1.682 -0.338 4.135
C 3.847 -1.277 3.526
C 4.470 0.155 3.684
B 3.993 1.166 2.514
O 4.619 1.092 1.250
B 4.065 1.953 0.297
I 4.887 1.917 -1.739
O 3.012 2.844 0.504
B 2.340 2.640 1.731
C 0.811 3.115 1.924
C 0.037 3.347 0.569
C -1.170 2.325 0.360
S -2.719 2.924 1.147
C -4.154 2.134 0.301
S -5.016 3.038 -0.747
N -4.380 0.735 0.637
C -4.533 -0.114 -0.522
C -5.424 -1.267 -0.583
C -5.489 -2.103 -1.775
C -4.681 -1.843 -2.948
C -3.813 -0.685 -2.908
C -3.746 0.134 -1.733
C -5.422 0.551 1.625
C -5.302 -0.613 2.512
C -6.232 -0.908 3.563
C -7.359 -0.012 3.799
C -7.493 1.120 2.919
C -6.549 1.420 1.854
O 2.962 2.060 2.856
H 3.796 -1.612 2.468
H 4.545 -1.990 4.042
H 4.343 0.590 4.703
H 5.580 0.033 3.523
H 0.897 4.127 2.419
H 0.261 2.444 2.640
H -0.450 4.360 0.636
H 0.675 3.369 -0.344
H -1.273 2.206 -0.750
H -0.833 1.361 0.824
H -6.072 -1.543 0.270
H -6.142 -3.004 -1.828
H -4.679 -2.468 -3.861
H -3.173 -0.422 -3.782
H -3.054 1.008 -1.760
H -4.438 -1.293 2.344
H -6.048 -1.827 4.159
H -8.041 -0.251 4.636
H -8.360 1.797 3.111
H -6.707 2.321 1.234
C 3.491 0.450 -7.387
C 4.320 1.694 -7.163
C 5.260 1.596 -5.994
O 5.414 2.963 -5.614
C 4.266 3.601 -5.985
O 3.971 4.702 -5.652
O 3.502 2.804 -6.787
H 2.860 0.571 -8.270
H 4.127 -0.424 -7.533
H 2.821 0.268 -6.545
H 4.853 1.962 -8.081
H 6.220 1.159 -6.266
H 4.843 1.046 -5.144

---

# 3
85
Properties=species:S:1:pos:R:3 method="wB97M-V/def2-TZVPD" de_lowest_kj_mol=78.9 gap_ev="6.840 / 5.837" charge=0 e_homo_ev="-8.67 / -7.97" e_tot_ev=-195399.090
Pb -0.903 0.585 -1.329
Br -3.404 -0.059 0.731
C -4.279 -1.199 -0.511
C -5.374 -1.877 -0.058
C -6.096 -2.723 -0.920
C -5.707 -2.863 -2.218
C -4.577 -2.173 -2.715
C -4.190 -2.323 -4.071
C -3.110 -1.669 -4.578
C -2.339 -0.821 -3.743
C -2.720 -0.683 -2.452
C -3.827 -1.319 -1.853
H -5.688 -1.754 0.969
H -6.961 -3.251 -0.542
H -6.258 -3.504 -2.894
H -4.781 -2.977 -4.700
H -2.820 -1.787 -5.614
H -1.473 -0.321 -4.165
F -0.924 4.919 -2.586
C -2.079 5.079 -1.938
F -3.048 4.516 -2.654
F -2.322 6.378 -1.823
S -2.010 4.317 -0.255
O -1.921 2.891 -0.472
O -3.167 4.818 0.404
N -0.706 4.955 0.363
S 0.748 4.445 0.102
O 0.882 3.013 -0.096
O 1.515 5.261 -0.799
C 1.480 4.772 1.764
F 2.731 4.309 1.775
F 1.498 6.069 2.028
F 0.796 4.147 2.723
N 2.188 2.979 -2.703
C 2.024 1.999 -3.824
C 3.021 2.329 -4.921
P 0.278 1.931 -4.362
O 0.178 3.265 -5.249
O 0.105 0.698 -5.180
O -0.564 2.117 -3.112
P 2.406 0.371 -3.000
O 2.448 -0.632 -4.232
O 3.713 0.545 -2.337
O 1.192 0.053 -2.137
H 2.320 3.937 -3.029
H 3.004 2.700 -2.141
H 1.367 2.966 -2.088
H 2.878 3.350 -5.282
H 2.872 1.655 -5.763
H 4.043 2.200 -4.561
H -0.608 3.301 -5.802
H 1.605 -0.558 -4.723
C -1.183 -3.685 7.259
O 0.090 -3.104 7.492
C 0.979 -3.098 6.474
C 0.747 -3.671 5.224
C 1.719 -3.597 4.242
C 2.933 -2.951 4.493
C 3.174 -2.420 5.772
C 2.206 -2.478 6.743
N 3.958 -2.822 3.568
N 3.742 -3.118 2.334
C 2.874 -2.598 1.525
C 2.697 -3.300 0.265
C 1.647 -3.080 -0.536
C 0.661 -2.063 -0.198
O -0.419 -1.967 -0.763
C 1.019 -1.120 0.908
N 0.258 -0.028 1.008
C 0.501 0.834 1.980
C 1.542 0.658 2.886
C 2.349 -0.452 2.772
C 2.079 -1.391 1.772
H -1.747 -3.546 8.177
H -1.097 -4.753 7.045
H -1.698 -3.185 6.435
H -0.180 -4.181 5.011
H 1.533 -4.055 3.280
H 4.131 -1.954 5.965
H 2.367 -2.056 7.725
H 3.426 -4.070 0.048
H 1.476 -3.649 -1.439
H -0.130 1.712 2.018
H 1.721 1.402 3.649
H 3.189 -0.587 3.437

---

# 4
61
Properties=species:S:1:pos:R:3 method="wB97M-V/def2-TZVPD" gap_ev=7.579 charge=+1 e_homo_ev=-10.71 e_tot_ev=-52462.827
F 2.413 -0.855 2.633
C 1.514 -1.896 2.647
C 1.531 -2.803 3.702
C 0.538 -3.798 3.736
C -0.337 -3.933 2.658
C -0.339 -2.995 1.614
C -1.323 -3.227 0.466
C -1.272 -2.226 -0.647
C -1.652 -2.447 -1.929
C -1.533 -1.385 -2.922
C -0.700 -0.231 -2.779
C -0.581 0.647 -3.862
F 0.346 1.667 -3.787
C -1.294 0.497 -5.060
C -2.196 -0.579 -5.147
C -2.305 -1.490 -4.099
C 0.601 -1.954 1.600
H 2.274 -2.700 4.489
H 0.481 -4.483 4.591
H -1.043 -4.770 2.643
H -1.037 -4.184 -0.030
H -0.926 -1.247 -0.354
H -2.021 -3.440 -2.249
H -0.149 -0.036 -1.857
H -1.143 1.190 -5.893
H -2.777 -0.721 -6.065
H -3.033 -2.299 -4.155
H 0.606 -1.184 0.823
C -4.263 -6.533 1.679
N -4.475 -5.275 2.374
C -4.811 -4.098 1.799
H -2.322 -3.323 0.849
C -5.491 -3.983 0.532
C -6.863 -4.197 0.759
C -7.739 -4.190 -0.309
Cl -9.388 -4.491 -0.001
C -7.282 -3.951 -1.613
C -5.913 -3.714 -1.805
C -4.994 -3.729 -0.753
N -4.733 -3.118 2.729
C -4.855 -1.680 2.501
C -4.705 -3.734 3.988
C -4.530 -5.101 3.757
C -4.899 -6.066 4.665
C -5.467 -5.598 5.855
C -5.649 -4.223 6.093
C -5.272 -3.252 5.153
H -4.103 -7.321 2.426
H -5.121 -6.798 1.045
H -3.370 -6.480 1.040
H -7.232 -4.380 1.769
H -8.002 -3.950 -2.433
H -5.541 -3.510 -2.805
H -3.922 -3.550 -0.896
H -4.902 -1.188 3.485
H -3.972 -1.289 1.965
H -5.750 -1.420 1.909
H -4.792 -7.117 4.400
H -5.758 -6.323 6.612
H -6.088 -3.892 7.034
H -5.449 -2.179 5.267

---

# 5
71
Properties=species:S:1:pos:R:3 method="wB97M-V/def2-TZVPD" de_lowest_kj_mol=0.0 s_squared=0.752 gap_ev="7.999 / 8.010" charge=+1 e_homo_ev="-11.22 / -11.21" multiplicity=2 e_tot_ev=-127296.095
Cu 0.150 0.050 0.195
S -2.966 -4.597 5.106
N -2.594 -3.036 5.250
C -2.031 -2.672 4.110
C -1.533 -1.343 3.803
C -1.545 -0.266 4.692
C -1.022 0.941 4.284
C -0.504 1.057 2.995
N -0.496 0.041 2.146
C -0.995 -1.144 2.535
C -0.902 -2.232 1.563
N -0.330 -1.922 0.390
C -0.154 -2.867 -0.521
C -0.562 -4.183 -0.300
C -1.167 -4.511 0.892
C -1.343 -3.518 1.858
C -1.939 -3.729 3.164
N -2.429 -4.872 3.612
H -1.959 -0.399 5.683
H -1.005 1.795 4.945
H -0.088 1.984 2.623
H 0.325 -2.562 -1.444
H -0.398 -4.924 -1.068
H -1.501 -5.520 1.099
C -2.748 3.071 0.735
C -1.688 3.928 0.060
S -0.565 2.886 -0.874
O 0.156 2.071 0.207
C 0.656 4.096 -1.381
C 0.126 5.015 -2.472
H -3.457 3.710 1.259
H -2.297 2.394 1.460
H -3.291 2.466 0.010
H -1.090 4.498 0.775
H -2.129 4.616 -0.663
H 1.473 3.478 -1.753
H 0.985 4.627 -0.487
H -0.278 4.440 -3.306
H 0.944 5.624 -2.855
H -0.645 5.691 -2.105
O -2.443 0.154 -1.288
C -1.536 0.102 -2.101
N -0.218 -0.017 -1.754
S 0.797 0.058 -3.019
O 1.561 1.288 -2.972
O 1.551 -1.161 -3.135
C -0.475 0.172 -4.235
C -0.360 0.244 -5.608
C -1.541 0.336 -6.334
C -2.779 0.354 -5.694
C -2.871 0.280 -4.310
C -1.696 0.186 -3.587
H 0.604 0.228 -6.098
H -1.499 0.393 -7.414
H -3.680 0.426 -6.289
H -3.824 0.291 -3.800
N 4.435 -0.078 -0.175
C 3.171 0.317 -0.437
N 2.303 -0.159 0.420
C 3.046 -0.930 1.311
C 2.651 -1.667 2.427
C 3.626 -2.343 3.131
C 4.975 -2.295 2.746
C 5.384 -1.566 1.648
C 4.394 -0.890 0.944
H 5.241 0.146 -0.731
H 2.921 0.939 -1.284
H 1.616 -1.703 2.738
H 3.350 -2.923 4.001
H 5.709 -2.839 3.324
H 6.424 -1.526 1.353

---

# 6
75
Properties=species:S:1:pos:R:3 method="wB97M-V/def2-TZVPD" gap_ev=6.896 charge=0 e_homo_ev=-7.05 e_tot_ev=-77764.286
Rh 0.655 -0.353 0.360
C 5.863 -1.891 4.863
C 4.994 -1.417 3.729
C 5.469 -0.562 2.743
C 4.667 -0.143 1.702
C 3.333 -0.565 1.564
N 2.613 -0.305 0.409
C 3.195 0.411 -0.657
C 4.364 -0.101 -1.234
C 5.012 0.539 -2.269
C 4.496 1.714 -2.807
C 5.171 2.419 -3.953
C 3.302 2.184 -2.290
C 2.637 1.562 -1.230
C 1.228 2.045 -0.849
O 0.708 1.580 0.343
C 0.287 1.524 -1.966
F 0.359 0.126 -1.864
F -0.984 1.847 -1.771
F 0.610 1.812 -3.213
C 1.132 3.589 -0.731
F -0.028 3.957 -0.181
F 2.119 4.054 0.034
F 1.203 4.213 -1.922
C 2.805 -1.309 2.649
C 3.651 -1.747 3.665
C 1.296 -1.510 2.769
O 0.590 -0.429 2.271
C 0.829 -2.819 2.062
F 1.648 -3.843 2.210
F -0.403 -3.200 2.381
F 0.774 -2.572 0.684
C 0.819 -1.608 4.252
F 1.381 -0.669 5.009
F 1.103 -2.808 4.794
F -0.506 -1.448 4.341
H 6.910 -1.941 4.560
H 5.801 -1.217 5.720
H 5.564 -2.883 5.203
H 6.495 -0.212 2.783
H 5.087 0.522 0.963
H 4.764 -1.022 -0.831
H 5.924 0.113 -2.673
H 6.239 2.204 -3.973
H 4.751 2.100 -4.909
H 5.043 3.499 -3.882
H 2.873 3.067 -2.742
H 3.247 -2.357 4.462
C -7.028 0.133 -3.727
C -6.374 -1.128 -3.179
N -5.613 -0.892 -1.951
C -6.168 -1.384 -0.696
C -7.388 -0.605 -0.225
C -4.404 -0.293 -2.084
O -3.925 -0.009 -3.170
C -3.631 0.024 -0.832
C -4.056 0.977 0.085
C -3.250 1.279 1.170
C -2.052 0.607 1.297
N -1.605 -0.265 0.389
C -2.379 -0.545 -0.662
H -7.574 -0.097 -4.643
H -6.267 0.876 -3.961
H -7.729 0.560 -3.009
H -5.694 -1.541 -3.924
H -7.125 -1.885 -2.950
H -5.390 -1.361 0.063
H -6.436 -2.434 -0.837
H -7.142 0.446 -0.063
H -7.759 -1.020 0.713
H -8.195 -0.655 -0.956
H -5.004 1.481 -0.060
H -3.535 2.018 1.904
H -1.383 0.794 2.128
H -1.983 -1.230 -1.401